Molecular formula: C25H47ClINNiO3Si2
Method: DFT, the ωB97M-V functional and the def2-TZVPD basis

Output
Multiplicity: 3
Total charge: 0

Last column: Mulliken spin population.
Cartesian coordinates (Å):
O -0.10 -0.96 -4.46  -0.007
O 0.68 1.31 -6.07  0.000
C 0.29 -2.34 -4.64  -0.003
C -0.48 -3.36 -3.82  0.004
H 1.35 -2.36 -4.38  0.007
H 0.19 -2.60 -5.71  0.000
H -0.30 -3.23 -2.75  -0.002
H -0.12 -4.35 -4.10  0.000
H -1.56 -3.33 -4.01  0.000
C -1.45 -0.69 -4.86  0.002
C -1.72 -0.92 -6.33  0.000
H -1.61 0.35 -4.58  -0.002
H -2.13 -1.31 -4.25  -0.001
H -1.00 -0.37 -6.94  0.000
H -2.73 -0.57 -6.55  0.000
H -1.67 -1.99 -6.58  0.000
C 0.33 2.35 -5.18  0.002
C 2.01 0.84 -5.89  -0.002
C -0.97 2.95 -5.65  0.000
H 1.12 3.13 -5.16  0.000
H 0.23 1.94 -4.15  -0.002
H -0.93 3.18 -6.72  0.000
H -1.19 3.88 -5.11  0.000
H -1.80 2.25 -5.48  0.000
C 2.57 0.45 -7.24  0.000
H 1.97 -0.04 -5.23  0.002
H 2.65 1.60 -5.42  0.000
H 2.00 -0.39 -7.67  0.000
H 3.61 0.15 -7.14  0.000
H 2.51 1.29 -7.94  0.000
H -0.56 -1.69 0.01  -0.005
Ni -0.34 0.03 -0.17  1.491
C 1.14 -0.99 -1.28  0.398
Si 2.73 -0.02 -1.12  0.000
H 1.21 -2.08 -1.09  -0.013
H 0.70 -0.90 -2.29  -0.085
C 3.94 -0.61 -2.45  0.034
C 3.48 -0.29 0.59  0.001
C 2.55 1.84 -1.37  0.018
C -1.50 -1.66 -0.64  0.036
Si -2.72 -0.17 -0.55  0.004
H -2.09 -2.48 -0.20  0.020
H -1.23 -1.89 -1.68  -0.014
C -4.21 -0.62 -1.59  0.001
C -2.05 1.48 -1.23  0.067
C -3.24 0.05 1.23  0.002
H 2.00 2.08 -2.29  -0.002
H 3.54 2.31 -1.43  0.000
H 2.01 2.31 -0.53  -0.004
H 3.96 -1.70 -2.50  0.000
H 4.96 -0.27 -2.22  0.002
H 3.68 -0.22 -3.44  -0.007
H 3.04 -1.17 1.07  -0.002
H 3.32 0.58 1.25  0.000
H 4.56 -0.44 0.51  0.000
H -1.54 1.39 -2.20  -0.043
H -1.42 2.08 -0.56  -0.006
H -2.96 2.08 -1.41  0.007
H -4.12 0.70 1.27  0.001
H -2.45 0.50 1.85  0.000
H -3.50 -0.92 1.68  0.000
H -5.06 0.05 -1.36  0.000
H -4.54 -1.65 -1.37  -0.001
H -4.00 -0.55 -2.66  0.000
Cl 2.53 0.75 6.18  0.001
C 1.86 1.06 4.64  0.009
C 1.95 2.34 4.10  -0.005
C 1.44 2.61 2.83  0.021
I 1.74 4.47 1.95  0.001
C 0.74 1.62 2.08  -0.007
O 0.29 1.87 0.90  0.033
C 0.66 0.28 2.65  -0.018
N 0.17 -0.70 1.84  0.041
C 0.20 -1.97 2.29  0.016
C 0.72 -2.33 3.54  -0.003
C 1.22 -1.35 4.37  0.010
C 1.24 -0.01 3.93  -0.001
H 2.44 3.12 4.67  0.000
H -0.22 -2.75 1.64  0.001
H 0.71 -3.38 3.82  -0.001
H 1.61 -1.60 5.36  0.001

***

Molecular formula: C5H25NO8
Method: DFT, the ωB97M-V functional and the def2-TZVPD basis

Output
SMILES string: CCNC(=O)CC.O.O.O.O.O.O.O
Multiplicity: 1
Total charge: 0

Last column: natural (NBO) charge in e.
Cartesian coordinates (Å):
C -0.14 -0.66 -1.08  -0.494
C 1.05 -0.33 -1.97  -0.633
C -1.47 -0.17 -1.62  0.689
N -2.36 0.37 -0.69  -0.634
C -2.21 0.30 0.77  -0.227
C -2.36 1.72 1.40  -0.624
O -1.84 -0.24 -2.78  -0.628
H -0.27 -1.72 -0.90  0.255
H -0.06 -0.21 -0.11  0.194
H 1.22 -1.11 -2.71  0.238
H 0.82 0.61 -2.45  0.215
H 1.99 -0.30 -1.43  0.217
H -3.31 0.61 -0.93  0.396
H -2.99 -0.31 1.25  0.181
H -1.25 -0.13 0.98  0.211
H -2.96 1.71 2.31  0.205
H -2.85 2.33 0.65  0.215
H -1.38 2.11 1.68  0.203
H -0.33 0.00 3.69  0.463
H 0.93 0.31 2.96  0.494
O 0.46 -0.44 3.35  -0.959
H 1.51 -2.23 1.25  0.471
H 1.83 -0.87 1.03  0.488
O 1.88 -1.70 0.53  -0.961
H 2.41 2.95 -1.41  0.501
H 1.67 1.65 -0.93  0.496
O 2.09 2.47 -0.65  -0.992
H -0.28 -3.81 -0.80  0.484
H 1.32 -3.69 -0.45  0.491
O 0.62 -4.07 -0.98  -0.970
H 1.90 1.83 1.16  0.502
H 3.23 1.20 1.35  0.494
O 2.33 1.13 1.69  -0.990
H 0.27 2.53 -3.82  0.484
H 0.43 3.54 -2.73  0.472
O 0.93 2.87 -3.21  -0.952
H -0.58 -3.43 1.93  0.474
H -1.28 -2.12 2.19  0.478
O -0.96 -2.67 1.47  -0.947

***

Molecular formula: C4H9ClNO
Method: DFT, the ωB97M-V functional and the def2-TZVPD basis

Output
SMILES string: C/C(Cl)=C/[NH2+]CO
Multiplicity: 1
Total charge: +1

Last column: natural (NBO) charge in e.
Cartesian coordinates (Å):
C 0.54 -0.35 0.17  -0.179
C -0.80 -1.00 1.20  0.032
C -0.50 -1.59 2.56  -0.713
C 0.70 0.98 -2.01  0.105
N 0.08 0.82 -0.65  -0.545
O 0.10 2.17 -2.44  -0.714
Cl -2.33 -0.86 0.76  0.192
H 1.47 -0.62 0.54  0.229
H -0.24 -2.73 2.43  0.276
H -1.35 -1.69 3.22  0.267
H 0.38 -1.25 3.00  0.255
H 1.73 1.15 -1.75  0.185
H 0.51 0.19 -2.77  0.218
H -0.94 0.63 -0.74  0.450
H 0.18 1.71 -0.25  0.434
H 0.47 2.44 -3.28  0.508

***

Quick rundown of total energy, same order as above: -4106.416453; -862.172457; -747.574673 hartree
Quick rundown of energy above the lowest of the compared OMol25 structures with the same formula, charge and spin, same order as above: 0.0; 161.1; 466.9 kJ/mol